Here is a single C5H8O molecule from the OMol25 dataset. Energies are from the ωB97M-V functional and the def2-TZVPD basis.

Calculated values
LUMO level = 0.98 eV
SMILES string = CC1(C=O)CC1
HOMO = -0.3598 Ha
relative energy (zero: lowest compared OMol25 entry of this formula, charge and spin) = 43.77 kcal per mole
spin multiplicity = 1
gap between HOMO and LUMO = 10.766 eV

Geometry (Å):
C -0.851 -1.325 -0.342
C 0.129 -0.170 -0.149
C 1.525 -0.241 -0.539
O 2.356 0.559 -0.126
C -0.378 1.325 -0.140
C -0.092 0.667 1.140
H -1.790 -1.132 0.244
H -0.250 -2.306 -0.086
H -1.211 -1.378 -1.408
H 1.819 -0.952 -1.307
H -1.376 1.371 -0.323
H 0.274 2.023 -0.629
H 0.699 1.051 1.823
H -0.852 0.506 1.842

Atomic forces in eV per Å
C 0.628 -0.734 -0.861
C -1.590 1.052 2.069
C 1.264 1.473 0.290
O -0.486 -0.897 -0.465
C 1.898 -1.647 0.241
C 2.335 1.152 0.620
H 1.142 -0.604 -0.174
H -1.758 1.688 -0.286
H 0.550 -0.180 0.862
H 0.047 -0.640 -0.251
H -2.739 0.482 -0.948
H 0.205 0.282 0.211
H 0.274 -0.518 -1.397
H -1.769 -0.908 0.089

---

Here is 2 unconnected molecules or ions with the total composition C5H8O from the OMol25 dataset. Energies are from the ωB97M-V functional and the def2-TZVPD basis.

Calculated values
LUMO level = 0.62 eV
HOMO = -0.3517 Ha
relative energy (zero: lowest compared OMol25 entry of this formula, charge and spin) = 102.33 kcal per mole
spin multiplicity = 1
gap between HOMO and LUMO = 10.191 eV

Geometry (Å):
C 1.686 -0.466 0.438
C 0.870 0.626 1.065
C -1.438 -0.525 -1.722
C -1.867 0.304 -0.776
C -0.139 0.356 2.135
O 1.017 0.796 2.512
H 2.752 -0.212 0.443
H 1.553 -1.417 0.961
H 1.366 -0.596 -0.601
H 0.820 1.580 0.544
H -1.435 -0.246 -2.773
H -1.085 -1.527 -1.484
H -2.224 1.303 -1.015
H -1.876 0.023 0.274

Atomic forces in eV per Å
C -0.012 -0.040 0.007
C 0.048 0.018 -0.298
C -0.086 0.101 0.105
C 0.039 -0.112 -0.120
C 0.459 0.125 0.054
O -0.296 -0.101 0.132
H -0.136 -0.039 -0.011
H 0.004 0.149 -0.053
H 0.051 0.029 0.156
H -0.034 -0.130 0.095
H 0.011 -0.015 0.156
H -0.066 0.146 -0.015
H 0.041 -0.154 -0.003
H -0.023 0.023 -0.204

---

Here is a single C5H8O molecule from the OMol25 dataset. Energies are from the ωB97M-V functional and the def2-TZVPD basis.

Calculated values
LUMO level = 1.08 eV
SMILES string = C1CC2(C1)CO2
HOMO = -0.3688 Ha
relative energy (zero: lowest compared OMol25 entry of this formula, charge and spin) = 47.47 kcal per mole
spin multiplicity = 1
gap between HOMO and LUMO = 11.120 eV

Geometry (Å):
C -1.447 -0.256 -0.447
C -0.774 -0.081 0.932
C 0.543 0.155 0.185
C -0.265 0.525 -1.064
C 1.887 -0.409 0.359
O 1.596 0.943 0.691
H -2.461 0.133 -0.588
H -1.429 -1.304 -0.761
H -1.053 0.881 1.375
H -0.889 -0.870 1.681
H -0.446 1.604 -1.003
H 0.067 0.272 -2.074
H 2.117 -1.051 1.211
H 2.555 -0.540 -0.496

Atomic forces in eV per Å
C -0.123 -0.067 -0.049
C 0.027 -0.018 0.197
C -0.162 0.047 -0.026
C 0.116 0.081 -0.137
C 0.057 -0.294 -0.072
O 0.004 0.249 0.079
H 0.248 0.007 0.065
H 0.007 0.147 0.045
H -0.061 -0.155 0.021
H 0.213 0.058 -0.139
H -0.026 -0.113 -0.127
H 0.122 -0.056 0.221
H -0.180 0.087 -0.155
H -0.242 0.027 0.077

---

Here is a molecular structure, C5H8O from the OMol25 dataset. Energies are from the ωB97M-V functional and the def2-TZVPD basis.

Calculated values
LUMO level = -0.05 eV
HOMO = -0.3242 Ha
relative energy (zero: lowest compared OMol25 entry of this formula, charge and spin) = 109.42 kcal per mole
spin multiplicity = 1
gap between HOMO and LUMO = 8.772 eV

Geometry (Å):
C 1.494 -0.068 0.876
C 0.187 0.687 0.615
O 0.430 1.627 -0.389
C -1.012 -0.149 0.315
C -1.727 0.104 -0.810
C -1.213 -0.913 -1.556
H 1.864 -0.558 -0.031
H 2.246 0.665 1.183
H 1.390 -0.810 1.673
H -0.133 1.159 1.561
H -0.420 1.785 -0.838
H -0.614 -1.698 -1.082
H -1.220 -1.006 0.967
H -1.181 -0.917 -2.636

Atomic forces in eV per Å
C -0.079 -0.031 0.056
C -0.111 0.015 0.414
O -0.122 0.263 0.083
C 0.172 0.138 0.371
C 0.636 -0.639 0.038
C -0.114 -0.007 -0.449
H -0.240 0.087 0.108
H -0.152 -0.132 -0.050
H -0.046 0.083 -0.082
H 0.248 0.295 0.158
H 0.177 -0.019 -0.086
H 0.016 -0.295 -0.492
H 0.014 0.297 0.178
H -0.400 -0.055 -0.247

---

Here is a single C5H8O molecule from the OMol25 dataset. Energies are from the ωB97M-V functional and the def2-TZVPD basis.

Calculated values
LUMO level (spin up / spin down) = 0.09 / 0.61 eV
HOMO (spin up / spin down) = -0.2627 / -0.2959 Ha
relative energy (zero: lowest compared OMol25 entry of this formula, charge and spin) = 128.30 kcal per mole
spin multiplicity = 1
gap between HOMO and LUMO (spin up / spin down) = 7.238 / 8.660 eV

Geometry (Å):
C -1.354 -1.092 -0.205
C -0.648 0.034 -0.748
C 0.147 1.501 0.710
C 0.729 0.532 -0.180
C 1.491 -0.578 0.505
O 2.596 -0.940 0.184
H -0.793 -1.962 0.118
H -2.439 -1.123 -0.140
H -0.597 -0.872 -1.515
H -1.215 0.836 -1.208
H -0.429 1.166 1.568
H 0.214 2.565 0.511
H 1.339 0.957 -0.977
H 0.960 -1.023 1.376

Atomic forces in eV per Å
C -1.236 -0.700 1.735
C 0.814 -1.224 -1.891
C 0.237 1.208 1.262
C -0.501 -0.639 -0.754
C 0.305 -0.007 0.069
O -0.520 0.117 0.116
H -0.165 0.093 0.007
H 0.264 -0.029 -0.039
H 0.733 1.437 -0.466
H -0.078 -0.101 0.134
H 0.057 0.075 -0.189
H -0.031 -0.196 0.046
H -0.040 -0.035 0.102
H 0.161 0.001 -0.131

---

Here is a single C5H8O molecule from the OMol25 dataset. Energies are from the ωB97M-V functional and the def2-TZVPD basis.

Calculated values
LUMO level (spin up / spin down) = -0.47 / -0.52 eV
HOMO (spin up / spin down) = -0.3119 / -0.3112 Ha
relative energy (zero: lowest compared OMol25 entry of this formula, charge and spin) = 88.01 kcal per mole
spin multiplicity = 1
gap between HOMO and LUMO (spin up / spin down) = 8.019 / 7.950 eV

Geometry (Å):
O 1.326 -0.136 -1.669
C 1.536 0.536 -0.654
C 0.902 0.230 0.594
C 0.080 -1.034 0.593
C -1.008 -0.514 -0.361
C -1.237 0.829 0.153
H 2.144 1.454 -0.717
H 1.263 0.697 1.512
H 0.602 -1.893 0.160
H -0.292 -1.296 1.588
H -0.392 -0.370 -1.283
H -1.874 -1.098 -0.693
H -1.934 1.478 -0.404
H -1.115 1.116 1.183

Atomic forces in eV per Å
O 0.661 0.164 0.150
C -0.156 0.134 -0.304
C -0.471 0.244 -0.152
C -0.085 -0.113 -0.003
C -0.009 -0.133 -0.104
C 0.407 0.050 0.027
H -0.042 0.000 0.053
H -0.146 -0.058 -0.310
H 0.069 0.111 0.146
H 0.001 0.073 -0.149
H -0.554 -0.211 -0.004
H -0.102 -0.017 0.353
H 0.844 0.137 0.032
H -0.417 -0.380 0.266

---

Here is a single C5H8O molecule from the OMol25 dataset. Energies are from the ωB97M-V functional and the def2-TZVPD basis.

Calculated values
LUMO level = 1.07 eV
SMILES string = C=C1CO[C@@H]1C
HOMO = -0.3449 Ha
relative energy (zero: lowest compared OMol25 entry of this formula, charge and spin) = 44.28 kcal per mole
spin multiplicity = 1
gap between HOMO and LUMO = 10.452 eV

Geometry (Å):
C -0.975 1.643 -0.296
C -0.328 0.518 -0.506
C -0.483 -0.667 -1.416
O 0.607 -1.340 -0.778
C 0.857 -0.172 0.114
C 0.726 -0.604 1.554
H -1.847 1.905 -0.873
H -0.683 2.323 0.487
H -1.422 -1.225 -1.323
H -0.282 -0.468 -2.474
H 1.834 0.281 -0.094
H 1.568 -1.222 1.854
H -0.192 -1.229 1.536
H 0.619 0.255 2.213

Atomic forces in eV per Å
C -0.064 -0.068 0.099
C -0.021 0.045 -0.099
C -0.316 0.076 -0.283
O 0.617 0.595 0.477
C 0.178 -0.769 -0.267
C -0.815 -0.470 -0.554
H -0.132 0.034 -0.107
H 0.132 0.158 0.085
H 0.060 0.065 -0.028
H -0.027 -0.025 0.026
H -0.132 -0.034 -0.138
H 0.064 0.010 0.070
H 0.494 0.394 0.594
H -0.038 -0.012 0.126

---

Here is 2 unconnected molecules or ions with the total composition C5H8O2 from the OMol25 dataset. Energies are from the ωB97M-V functional and the def2-TZVPD basis.

Calculated values
LUMO level = 0.60 eV
SMILES string = C=CO[C@H]1C=C1O.[H][H]
HOMO = -0.3309 Ha
relative energy (zero: lowest compared OMol25 entry of this formula, charge and spin) = 120.33 kcal per mole
spin multiplicity = 1
gap between HOMO and LUMO = 9.609 eV

Geometry (Å):
C -2.144 0.107 -0.173
C -1.124 0.912 0.084
O -0.449 0.859 1.276
C 0.924 0.567 1.061
C 1.393 -0.710 0.429
C 1.432 0.369 -0.292
O 1.735 0.994 -1.432
H -2.483 -0.585 0.590
H -2.633 0.101 -1.139
H -0.754 1.652 -0.629
H 1.505 1.015 1.866
H 1.658 -1.740 0.594
H 2.098 0.330 -2.035
H -0.999 -1.720 -0.272
H -0.319 -1.943 -0.075

Atomic forces in eV per Å
C -0.145 0.377 0.121
C -0.379 -0.077 -0.172
O -0.112 -0.113 -0.020
C 0.316 0.280 0.098
C 0.430 0.199 -0.099
C 0.249 -0.176 0.337
O 0.120 -0.149 -0.079
H 0.007 0.050 -0.136
H -0.088 0.240 0.160
H 0.006 -0.183 0.080
H -0.136 0.128 -0.095
H -0.113 0.084 0.011
H -0.021 0.164 -0.051
H 0.123 -0.417 -0.032
H -0.257 -0.408 -0.124

---

Here is a molecular structure, C5H8O2 from the OMol25 dataset. Energies are from the ωB97M-V functional and the def2-TZVPD basis.

Calculated values
LUMO level = 0.92 eV
HOMO = -0.3608 Ha
relative energy (zero: lowest compared OMol25 entry of this formula, charge and spin) = 24.73 kcal per mole
spin multiplicity = 1
gap between HOMO and LUMO = 10.741 eV

Geometry (Å):
C -1.490 -0.729 -0.068
C -0.471 0.395 -0.097
O -1.113 1.595 -0.382
C 0.594 0.306 1.062
C 1.504 -0.526 0.144
C 0.730 0.141 -0.970
O 1.051 0.764 -1.957
H -2.327 -0.416 0.559
H -1.854 -0.918 -1.079
H -1.088 -1.668 0.319
H -0.645 1.951 -1.146
H 0.999 1.293 1.284
H 0.288 -0.221 1.962
H 2.578 -0.391 0.100
H 1.244 -1.576 0.269

Atomic forces in eV per Å
C -0.094 -0.167 0.026
C -0.141 -0.286 0.173
O -0.073 0.116 0.194
C -0.288 0.211 0.308
C 0.326 -0.298 -0.496
C 0.288 0.455 -0.638
O -0.072 -0.562 0.433
H 0.039 -0.073 -0.026
H -0.109 0.079 0.054
H 0.041 0.102 0.046
H 0.030 0.307 -0.194
H -0.031 -0.066 0.026
H -0.137 0.209 0.065
H 0.076 0.061 0.223
H 0.145 -0.087 -0.194

---

Here is a single C5H8O2 molecule from the OMol25 dataset. Energies are from the ωB97M-V functional and the def2-TZVPD basis.

Calculated values
LUMO level = 0.80 eV
SMILES string = O=CCCCC=O
HOMO = -0.3688 Ha
relative energy (zero: lowest compared OMol25 entry of this formula, charge and spin) = 26.46 kcal per mole
spin multiplicity = 1
gap between HOMO and LUMO = 10.830 eV

Geometry (Å):
O 2.951 -0.747 -0.197
C 1.879 -0.571 0.329
C 1.091 0.699 0.119
C -0.062 0.483 -0.893
C -1.419 0.235 -0.245
C -1.514 -0.893 0.745
O -2.479 -1.092 1.433
H 1.484 -1.388 0.961
H 0.772 1.159 1.056
H 1.817 1.377 -0.334
H -0.159 1.407 -1.458
H 0.232 -0.294 -1.600
H -1.748 1.152 0.252
H -2.202 0.039 -0.983
H -0.641 -1.567 0.816

Atomic forces in eV per Å
O -0.216 0.052 0.035
C 0.583 -0.117 0.051
C 0.346 -0.007 -0.488
C -0.002 0.233 0.476
C -0.210 0.153 -0.068
C -0.020 -0.012 0.103
O 0.015 0.023 -0.007
H -0.262 0.169 0.064
H -0.230 -0.221 0.051
H -0.031 0.047 0.048
H 0.030 -0.022 -0.202
H -0.131 -0.071 -0.022
H -0.003 -0.087 0.148
H 0.088 -0.025 -0.165
H 0.043 -0.115 -0.026